Below is a structure of composition C10H25GaO2PS2Yb at a distorted geometry, with properties calculated with wB97M-V/def2-TZVPD.

```
42
Properties=species:S:1:pos:R:3:mulliken_charge:R:1
C 5.888 1.822 0.733 -0.70
C 4.969 1.344 -0.530 -0.01
O 4.695 -0.007 -0.326 -0.28
C 3.291 -0.166 -0.027 -0.50
C 2.810 -1.658 -0.127 -0.80
C 1.263 -1.563 -0.372 0.04
C 0.364 -2.131 0.781 -0.81
C -0.662 -1.091 1.356 -0.87
Ga -1.846 -0.130 -0.019 0.31
O -1.490 1.741 0.103 -0.65
C -3.820 -0.399 0.593 -0.54
C -4.722 0.275 -0.489 -0.60
C -6.205 0.562 -0.049 -0.74
S -6.417 1.181 1.670 -0.28
P -1.563 -0.838 -2.254 0.10
S -2.828 0.008 -3.505 -0.30
H 6.205 2.929 0.651 0.10
H 5.297 1.623 1.695 0.38
H 6.783 1.176 0.743 0.38
H 4.025 2.000 -0.545 0.00
H 5.568 1.450 -1.468 0.32
H 2.718 0.431 -0.774 0.43
H 3.055 0.149 1.023 0.21
H 3.296 -2.147 -1.002 0.34
H 3.002 -2.236 0.797 0.38
H 1.007 -2.138 -1.297 0.26
H 0.929 -0.518 -0.569 -0.05
H 1.049 -2.410 1.626 0.34
H -0.170 -3.073 0.519 0.28
H -0.159 -0.320 1.999 0.34
H -1.344 -1.640 2.055 0.40
H -1.563 1.936 1.040 0.26
H -3.868 0.070 1.596 0.43
H -4.030 -1.495 0.650 0.37
H -4.785 -0.451 -1.339 0.18
H -4.215 1.183 -0.903 0.31
H -6.854 -0.329 -0.191 0.35
H -6.598 1.360 -0.724 0.35
H -5.858 2.432 1.636 0.12
H -0.256 -0.382 -2.654 0.05
H -1.504 -2.262 -2.408 0.11
Yb 4.540 3.714 0.305 1.00
```

For the frontier orbital gap, the calculation gives 1.7 eV. The calculation puts the HOMO energy at -8.75 eV. The LUMO energy comes out at -7.070 eV. As for the net charge: +1. As for the multiplicity: 1.

=====

Below is a structure of composition C16H10AsClN2OPdS4 at a distorted geometry, with properties calculated with wB97M-V/def2-TZVPD.

```
36
Properties=species:S:1:pos:R:3:mulliken_spin:R:1
Pd 0.334 -1.426 0.294 1.21
Cl 5.690 3.450 0.871 0.00
C 4.672 2.193 0.353 0.02
C 5.224 1.002 -0.173 -0.01
C 4.371 0.001 -0.540 0.02
C 2.999 0.096 -0.294 0.03
O 2.292 -0.977 -0.357 0.14
C 2.421 1.406 0.129 -0.02
C 1.018 1.542 0.401 -0.01
N 0.083 0.613 0.293 0.07
C -1.185 1.170 0.099 -0.04
C -1.567 2.494 -0.232 0.02
C -2.921 2.857 -0.279 -0.01
C -3.982 1.946 -0.131 0.01
C -3.647 0.580 0.018 0.00
C -4.568 -0.465 -0.183 0.00
C -4.151 -1.733 0.053 0.00
C -2.775 -2.020 0.266 0.00
N -1.840 -1.084 0.349 0.08
C -2.213 0.220 0.230 0.02
C 3.332 2.398 0.515 -0.01
H 6.305 0.983 -0.282 0.00
H 4.751 -0.912 -1.002 0.00
H 0.664 2.575 0.600 0.01
H -0.775 3.225 -0.458 0.00
H -3.204 3.882 -0.521 0.00
H -5.019 2.252 -0.150 0.00
H -5.567 -0.244 -0.616 0.00
H -4.882 -2.553 -0.007 0.00
H -2.360 -3.043 0.231 0.00
H 2.957 3.374 0.768 0.00
S -1.086 -6.061 0.025 0.85
As 0.753 -4.883 -0.095 -0.12
S 1.220 -3.468 1.655 1.05
S 0.317 -3.205 -1.424 0.45
S 2.338 -6.185 -0.406 0.23
```

For the frontier orbital gap (spin up / spin down), the calculation gives 6.6 / 4.6 eV. The calculation puts the HOMO energy (spin up / spin down) at -7.78 / -7.78 eV. The LUMO energy (spin up / spin down) comes out at -1.202 / -3.224 eV. As for the multiplicity: 5. The expectation value of S² is 6.027.

=====

Below is an isolated molecule of C2H3N3 at a distorted geometry, with properties calculated with wB97M-V/def2-TZVPD.

```
8
Properties=species:S:1:pos:R:3:mulliken_charge:R:1
C 1.011 -0.057 -0.132 -0.14
C 0.123 0.946 -0.086 -0.19
N -1.228 -0.079 0.136 0.01
N -0.753 -1.291 0.017 -0.29
N 0.524 -1.335 -0.077 -0.35
H 2.074 0.114 -0.215 0.40
H 0.520 1.925 0.312 0.27
H -2.271 -0.222 0.047 0.30
```

For the frontier orbital gap, the calculation gives 11.0 eV. The calculation puts the HOMO energy at -10.02 eV. The calculation puts the relative energy (zero: lowest compared OMol25 entry of this formula, charge and spin) at 69.1 kcal per mole. The LUMO energy comes out at 1.004 eV. As for the multiplicity: 1.

=====

Below is an isolated molecule of C8H17N3O3 at a distorted geometry, with properties calculated with wB97M-V/def2-TZVPD.

```
31
Properties=species:S:1:pos:R:3:mulliken_charge:R:1
N -1.599 4.516 2.284 -0.68
C -0.663 3.297 2.110 -0.55
C -1.300 2.356 1.182 -0.34
C -0.331 1.214 0.728 -0.68
C -0.866 0.214 -0.192 -0.72
C -0.035 -1.071 -0.274 -0.09
N -0.351 -1.906 -1.395 -0.07
C 0.345 -2.432 -2.468 0.48
O -0.177 -2.929 -3.431 -0.62
C 1.905 -2.195 -2.505 -0.47
N 2.446 -2.721 -1.264 -0.62
C -0.206 -1.978 0.932 0.42
O -1.188 -1.932 1.697 -0.58
O 0.895 -2.793 1.053 -0.51
H -1.537 5.131 1.427 0.26
H -2.581 4.258 2.338 0.26
H 0.176 3.808 1.679 0.35
H -0.448 2.921 3.161 0.28
H -2.180 1.750 1.752 0.24
H -1.628 2.874 0.248 0.19
H 0.659 1.512 0.258 0.27
H -0.211 0.691 1.674 0.26
H -1.871 0.011 0.233 0.30
H -0.961 0.621 -1.227 0.34
H 1.031 -0.778 -0.353 0.51
H -1.338 -1.980 -1.501 0.23
H 2.195 -1.051 -2.672 0.23
H 2.233 -2.730 -3.499 0.27
H 2.674 -3.773 -1.335 0.27
H 3.419 -2.342 -0.959 0.26
H 1.492 -2.564 0.321 0.51
```

For the frontier orbital gap, the calculation gives 9.6 eV. The calculation puts the HOMO energy at -9.25 eV. The calculation puts the relative energy (zero: lowest compared OMol25 entry of this formula, charge and spin) at 31.2 kcal per mole. The LUMO energy comes out at 0.303 eV. As for the multiplicity: 1.

=====

Below is a structure of composition C11H25BBrF3NNbO2P at a distorted geometry, with properties calculated with wB97M-V/def2-TZVPD.

```
46
Properties=species:S:1:pos:R:3:mulliken_charge:R:1
C 0.815 0.404 4.006 -1.12
B -0.776 0.416 3.998 0.67
O -1.371 0.544 5.268 -0.49
Nb -2.117 0.202 2.097 -0.75
Br -3.378 -1.737 3.318 -0.47
C -0.579 -1.180 1.201 -1.27
C -0.817 -1.700 -0.234 -0.37
C 0.001 -0.960 -1.299 0.00
C 0.613 -1.911 -2.324 -1.04
N 1.784 -1.309 -2.987 0.05
C 1.500 0.041 -3.507 -0.87
C 2.308 -2.135 -4.007 0.67
C 3.725 -1.809 -4.405 -1.23
O 1.706 -3.072 -4.502 -0.59
P -1.014 2.247 1.084 0.45
C -1.122 3.747 2.146 -1.18
C 0.769 2.054 0.632 -0.77
C -3.722 0.142 0.339 0.49
F -4.732 1.094 0.477 -0.31
F -4.414 -1.039 0.165 -0.27
F -3.210 0.406 -0.925 -0.19
H 1.221 0.429 5.017 0.34
H 1.191 -0.507 3.543 0.28
H 1.221 1.243 3.445 0.30
H -1.393 1.454 5.554 0.27
H -3.163 1.465 2.920 0.02
H -0.524 -2.032 1.874 0.68
H 0.410 -0.727 1.252 0.35
H -0.484 -2.738 -0.257 0.46
H -1.862 -1.731 -0.519 0.27
H 0.832 -0.457 -0.819 0.11
H -0.640 -0.246 -1.804 0.18
H 0.971 -2.789 -1.800 0.52
H -0.132 -2.215 -3.056 0.30
H 1.685 0.780 -2.737 0.19
H 2.141 0.284 -4.343 0.34
H 0.472 0.130 -3.844 0.31
H 4.120 -2.590 -5.037 0.36
H 4.345 -1.655 -3.533 0.32
H 3.740 -0.882 -4.969 0.31
H -0.333 3.809 2.889 0.33
H -2.082 3.753 2.641 0.30
H -1.062 4.637 1.524 0.38
H 1.232 3.038 0.637 0.48
H 1.321 1.386 1.276 0.27
H 0.805 1.713 -0.394 -0.10
```

For the frontier orbital gap, the calculation gives 6.3 eV. The calculation puts the HOMO energy at -4.23 eV. The LUMO energy comes out at 2.115 eV. As for the net charge: -1. As for the multiplicity: 1.

=====

no.,energy (eV)
1,-129720.88832
2,-141961.14817
3,-6589.57767
4,-19183.65752
5,-107107.44329